# 1
Entry from the Open Molecules 2025 dataset: a structure of composition C47H52Br2CaF3IN2O8P3 in a non-equilibrium geometry (ωB97M-V with the def2-TZVPD basis set).

Results
**Energy**: -9980.84914 Ha
**HOMO energy**: -9.86 eV
**Energy above the lowest of the compared OMol25 structures with the same formula, charge and spin**: 29.5 kcal/mol
**Net charge**: +1
**HOMO-LUMO gap**: 7.125 eV

The geometry in XYZ format:
```
119
C47H52Br2CaF3IN2O8P3 ωB97M-V with the def2-TZVPD basis set
I 2.8157 -0.6658 1.1205
Br -2.8282 2.0130 5.8400
Br -6.9875 -0.5226 -0.1198
Ca 0.0268 -0.1733 -0.3167
P -0.6825 2.8130 -1.2134
P 0.2946 -2.6986 1.6485
P 1.5754 1.5381 -2.4238
F -0.8268 -2.9419 -3.8402
F 1.3024 -3.1656 -3.5827
F 0.5187 -1.5289 -4.7446
O -0.6744 1.7956 -0.1521
O 0.7434 -1.8451 -1.3538
O -2.1577 3.3578 -1.5198
O 2.1134 0.6807 -3.6351
O 0.1918 4.0404 -0.7547
O 2.4772 2.8543 -2.2759
O 1.6651 0.7191 -1.2095
O -0.5562 -0.4333 -2.4380
N -0.8784 0.2020 2.0060
N -2.3385 -0.8535 0.0118
C -4.4039 -1.2455 -1.1274
C 0.1847 5.4002 -1.2298
C 0.2876 -3.9920 0.3646
C 5.0209 -1.9211 4.6721
C -1.1992 -3.0947 2.6557
C 0.3088 -5.7712 -1.7828
C -2.2037 0.1988 2.1568
C -3.3051 2.7457 -0.9114
C 3.3487 -1.7294 2.9404
C 1.5077 -3.4894 2.8200
C 1.4039 -4.7841 0.1191
C 0.3259 -2.2659 -3.6433
C -0.7930 -4.9576 -1.5678
C 3.1822 3.2879 0.0105
C -3.5605 3.3740 0.4533
C -3.0076 -0.3450 1.0486
C 3.6024 2.7883 -1.3654
C -3.0206 -1.3037 -1.0287
C 2.3551 1.0347 -5.0106
C -5.1016 -0.7122 -0.0541
C -0.9111 6.1785 -0.5195
C -1.3134 -2.4009 3.8597
C 1.0967 -4.7372 3.2452
C -2.0272 1.2955 4.2785
C 0.1869 -1.4205 -2.3552
C -2.8180 0.7291 3.2939
C 4.4948 -3.1214 5.0462
C 1.0815 1.4183 -5.7514
C 3.4127 2.1199 -5.1410
C 2.7039 -2.9263 3.3501
C -3.4495 -3.4101 4.2730
C -0.0404 2.2634 -2.8193
C 4.4573 -1.2386 3.5896
C 4.7371 3.6325 -1.9256
C 2.8803 -4.9126 4.8066
C -0.7912 -4.0630 -0.5148
C 1.4085 -5.6659 -0.9475
C -2.4235 -2.5649 4.6667
C 3.3586 -3.6505 4.4010
C -4.4717 2.8954 -1.8780
C -0.6526 1.3275 4.1053
C -0.1385 0.7543 2.9518
C 1.7787 -5.4659 4.2202
C -2.2211 -3.9595 2.2862
C -3.3421 -4.1071 3.0837
C 0.0356 5.5037 -2.7384
C -4.4044 -0.2767 1.0603
H 0.8742 5.0256 -3.2398
H 5.8818 -1.5112 5.1735
H 4.9179 -0.3302 3.2343
H 0.2045 -5.1650 2.8096
H 0.7810 2.4383 -5.5244
H -2.4919 -2.0391 5.6080
H 1.1677 5.7806 -0.9265
H -0.0114 1.7688 4.8509
H 2.9397 4.3476 -0.0370
H -3.8857 0.7059 3.4302
H 1.2676 1.3492 -6.8198
H 0.0186 6.5506 -3.0316
H 3.0718 3.0469 -4.6853
H -4.4347 2.9178 0.9114
H -4.6560 3.9460 -2.0888
H 4.9370 -3.6997 5.8425
H -0.6999 1.5134 -3.2445
H 3.9191 1.7398 -1.2894
H -2.1241 -4.5526 1.3917
H -4.2443 2.3857 -2.8118
H -0.8284 7.2337 -0.7641
H 3.4145 -5.4315 5.5876
H 0.9331 0.7425 2.8010
H 4.3370 1.8079 -4.6617
H 0.0794 3.0957 -3.5017
H -3.7309 4.4440 0.3622
H 4.4065 4.6592 -2.0656
H -5.3700 2.4600 -1.4479
H -2.6909 3.2088 1.0885
H -3.0841 1.6822 -0.7632
H -4.3148 -3.5396 4.9049
H -0.4990 -1.7575 4.1770
H 3.6091 2.2971 -6.1952
H 1.4142 -6.4393 4.5115
H 0.3287 -6.4520 -2.6208
H -2.4467 -1.7228 -1.8454
H 2.7391 0.0962 -5.4264
H -4.1301 -4.7773 2.7777
H 2.2924 -6.2537 -1.1490
H -4.9558 0.1174 1.8976
H -1.6285 -3.3917 -0.3751
H 0.2771 0.7338 -5.5025
H 2.3053 2.7432 0.3571
H -1.6478 -5.0032 -2.2277
H 5.0875 3.2411 -2.8760
H 3.9983 3.1402 0.7142
H 2.2789 -4.7010 0.7489
H -4.9165 -1.5856 -2.0125
H -0.9060 5.0476 -3.0391
H 5.5618 3.6199 -1.2177
H -1.8823 5.8119 -0.8396
H -0.8194 6.0540 0.5559
```


# 2
Entry from the Open Molecules 2025 dataset: a cluster of 2 separate species, C5H10O in total (ωB97M-V with the def2-TZVPD basis set).

Results
**Energy**: -271.62333 Ha
**HOMO energy**: -8.47 eV
**Energy above the lowest of the compared OMol25 structures with the same formula, charge and spin**: 81.1 kcal/mol
**Structure (SMILES)**: C/C=C1/CO1.C
**HOMO-LUMO gap**: 9.423 eV

The geometry in XYZ format:
```
16
C5H10O ωB97M-V with the def2-TZVPD basis set
O -0.9327 0.0967 2.0152
C 0.1126 -0.1053 1.1499
C -0.3446 -1.4770 -1.8027
C -0.6514 1.3081 -0.6655
C 0.3655 0.4124 -0.0345
C 0.4261 -0.0291 2.5322
H 1.3384 0.2589 -0.4869
H 0.2522 -0.7533 -2.3692
H 0.6148 -0.8476 3.2097
H -0.4663 1.5243 -1.7182
H 0.8531 0.9396 2.7846
H -0.0547 -2.4831 -2.0754
H -1.4042 -1.2743 -1.9698
H -0.1514 -1.3912 -0.7402
H -0.5629 2.2430 -0.1007
H -1.6767 0.9518 -0.5374
```


# 3
Entry from the Open Molecules 2025 dataset: a structure of composition C58H56BN5O2P2V in a non-equilibrium geometry (ωB97M-V with the def2-TZVPD basis set).

Results
**Energy**: -4319.68122 Ha
**HOMO energy (alpha / beta)**: -5.55 / -6.46 eV
**Energy above the lowest of the compared OMol25 structures with the same formula, charge and spin**: 36.3 kcal/mol
**Spin multiplicity**: 4
**HOMO-LUMO gap (alpha / beta)**: 5.760 / 6.728 eV

The geometry in XYZ format:
```
125
C58H56BN5O2P2V ωB97M-V with the def2-TZVPD basis set
V -0.6418 0.8939 0.3758
P -0.0700 0.5561 -2.0324
P 1.9424 0.3208 -0.0499
O -1.6847 -1.7972 1.2839
O -0.4290 -2.0636 -0.5772
N -0.9465 1.0399 2.2876
N -2.5251 0.8770 0.3446
N -1.3571 3.4477 -0.2382
N 0.9670 2.6907 1.4044
N 1.5827 0.1256 -1.7531
C 0.6548 -7.1504 -1.1371
C -4.4104 0.1204 1.6964
C 1.7968 -1.2908 2.1204
C 6.6033 0.4313 -0.2673
C -1.4936 3.4554 -4.5037
C 4.5149 1.4873 0.2894
C -0.1458 2.0910 -3.0326
C -0.2050 -1.2938 -5.7491
C -1.7097 -7.8409 -0.7836
C -3.0650 0.5107 1.5365
C 0.8227 2.5615 2.7315
C 2.6480 4.1054 3.1293
C -0.5288 -7.0794 -0.1666
C -2.2098 -4.1793 1.6252
C 0.0607 -0.3946 -4.7320
C 2.6122 0.3627 -2.7636
C 2.1373 -3.7343 0.8759
C 1.8780 3.5262 0.9492
C -0.6258 4.5210 -4.3167
C -1.3629 -1.6287 -3.2633
C -1.0381 -2.3771 -5.5220
C 3.8060 0.3750 -0.1453
C -0.4705 -0.5785 -3.4531
C -1.6345 -3.1099 0.9787
C 5.9090 -0.6973 -0.6706
C -4.7120 0.7372 -0.6054
C -1.2027 5.9525 0.4242
C 1.8191 -2.4500 2.8739
C -1.6360 -2.5260 -4.2826
C 5.8998 1.5151 0.2264
C -5.2581 0.2870 0.5801
C 1.3564 3.2228 5.0301
C -1.5264 6.1335 1.9122
C -0.5656 1.8459 4.5720
C -0.4726 -4.5537 -0.5831
C 0.7067 3.1714 -2.8387
C -1.8547 -5.4403 1.1806
C 0.4700 4.3744 -3.4801
C -0.0947 -7.7524 1.1486
C 2.0017 -3.6752 2.2534
C 1.6346 3.2802 3.6590
C 0.2230 6.4457 0.1417
C -3.3482 0.9952 -0.6955
C -2.1952 6.7303 -0.4505
C 4.5310 -0.7267 -0.5993
C -0.2516 1.7353 3.2073
C 2.7548 4.2443 1.7700
C -4.7876 -0.4611 2.9210
C -3.8372 -0.6992 3.8844
C -1.2865 4.5467 0.0744
C -0.9598 -5.6485 0.1306
C 1.9593 -1.3441 0.7377
C 2.1226 -2.5767 0.1188
C -0.8296 -3.2907 -0.1499
C -2.5220 -0.2584 3.7468
C -2.1370 0.4381 2.6058
C 0.2272 2.5583 5.4527
C -1.2621 2.2577 -3.8580
B -0.9053 -1.1237 0.3498
H -4.1123 -1.2300 4.7844
H 3.5017 4.8917 1.3330
H 0.4250 -8.6867 0.9446
H -2.8714 -4.0297 2.4624
H -2.5733 -7.8248 -0.1244
H 4.0181 -1.6271 -0.8962
H -3.2067 6.3530 -0.3243
H -2.8915 1.2962 -1.6353
H -2.3206 -3.3452 -4.1125
H 0.2903 7.5107 0.3634
H 6.4309 2.3929 0.5633
H 1.5658 3.0591 -2.1898
H -2.1807 7.7784 -0.1623
H -0.8894 5.5007 2.5273
H -0.0636 2.6018 6.4913
H 0.3890 -6.7566 -2.1157
H 2.2477 -4.6885 0.3823
H -1.2352 -3.0817 -6.3171
H -1.9973 -7.3792 -1.7252
H -0.8078 5.4565 -4.8276
H 3.4027 -0.3844 -2.6915
H 0.1859 -4.6580 -1.4301
H 1.1445 5.2072 -3.3273
H 0.6567 0.4795 -4.9589
H 1.6952 -2.3986 3.9464
H -5.8094 -0.7814 3.0506
H -1.4437 -8.8788 -0.9747
H -1.9443 1.4293 -4.0052
H 1.9836 3.7667 5.7201
H 1.9251 3.6299 -0.1270
H 3.9850 2.3385 0.6897
H -2.3482 3.5679 -5.1574
H -1.8513 -1.7423 -2.3081
H 0.9420 5.9201 0.7669
H 7.6807 0.4578 -0.3333
H 1.5012 -6.5911 -0.7442
H -6.3029 0.0306 0.6604
H -1.4720 1.4025 4.9443
H -1.9170 6.6509 -1.5000
H 0.9567 -8.1908 -1.2586
H 0.4852 6.2867 -0.9038
H -0.9426 -7.9782 1.7891
H 0.5747 -7.0914 1.6940
H 3.3071 4.6354 3.8027
H -1.7941 -0.5392 4.4906
H 3.0695 1.3536 -2.6696
H 2.0283 -4.5799 2.8449
H 6.4399 -1.5624 -1.0420
H 1.6480 -0.3317 2.6082
H 2.1704 -2.6330 -0.9603
H 2.1694 0.2833 -3.7523
H -5.3319 0.8510 -1.4826
H 0.2381 -1.1402 -6.7238
H -2.2757 -6.2929 1.6870
H -2.5649 5.8873 2.1189
H -1.3529 7.1713 2.1902
```


# 4
Entry from the Open Molecules 2025 dataset: a structure of composition C28H21N5O2Pd in a non-equilibrium geometry (ωB97M-V with the def2-TZVPD basis set).

Results
**Energy**: -1631.56580 Ha
**HOMO energy (alpha / beta)**: -6.28 / -6.28 eV
**Energy above the lowest of the compared OMol25 structures with the same formula, charge and spin**: 65.9 kcal/mol
**HOMO-LUMO gap (alpha / beta)**: 4.774 / 4.772 eV

The geometry in XYZ format:
```
57
C28H21N5O2Pd ωB97M-V with the def2-TZVPD basis set
Pd 0.3574 -0.2792 0.8727
O -4.2927 -4.1860 -5.6500
O 1.2153 -1.3024 -0.6798
N -2.2367 -6.5273 -1.1256
N 0.1235 1.5705 3.0013
N -1.5179 -1.3800 -0.2825
N -1.1360 -6.1943 -0.5983
N 0.1568 0.3218 2.6810
C -1.4519 -3.7926 -0.3677
C 1.3748 -3.6381 -0.3244
C -3.6923 -4.7998 -4.5995
C 0.1273 -0.6895 3.6169
C -2.3326 -4.7061 -4.3032
C -1.8291 -5.3035 -3.1744
C -2.8464 -3.8051 -0.2735
C -0.0693 -1.5926 5.8367
C 0.0054 -0.4966 4.9985
C 0.0954 3.8123 -0.4825
C 0.0305 3.7554 1.9291
C 0.1987 -2.0048 3.1171
C 0.1098 -3.0873 3.9624
C 0.2719 1.7010 0.6345
C -0.6366 -4.9909 -0.3958
C -2.6684 -6.0286 -2.3059
C 0.6414 -2.4237 -0.4710
C -3.5430 -3.2934 -6.4408
C 0.0151 4.4624 0.7448
C -3.5468 -2.6198 -0.2566
C -2.8324 -1.4224 -0.2564
C 0.7636 -4.8551 -0.2332
C -0.8151 -2.5306 -0.3757
C -4.0235 -6.1884 -2.6553
C -4.5240 -5.5654 -3.7681
C 0.1405 2.3581 1.8939
C 0.2273 2.4291 -0.5351
C -0.0329 -2.8840 5.3281
H -4.6639 -6.7523 -1.9942
H -0.0572 4.2547 2.8819
H 2.4532 -3.5613 -0.3088
H -0.7766 -5.2187 -2.9467
H -0.1647 -1.4425 6.9024
H -4.6234 -2.6214 -0.2209
H -0.1105 -3.7361 5.9842
H -0.0683 5.5387 0.7679
H -4.2554 -2.8548 -7.1383
H -1.6632 -4.1596 -4.9465
H -5.5714 -5.6288 -4.0198
H -3.3632 -4.7474 -0.1821
H -2.7640 -3.8102 -7.0097
H 1.3494 -5.7591 -0.1526
H 0.0637 4.3807 -1.4006
H 0.3451 -2.1735 2.0421
H 0.1471 -4.0871 3.5548
H 0.3135 1.9180 -1.4880
H -3.0922 -2.5068 -5.8278
H -3.3428 -0.4694 -0.1968
H -0.0286 0.5152 5.3717
```